ORCA calculation (ωB97M-V/def2-TZVPD) on one molecule with the formula CHFOS2.

Last column: Mulliken charge in e.
Atoms and positions in Å:
C  -3.099  0.290  -0.138  0.56
O  -1.520  -0.310  -0.131  -0.31
F  -3.020  1.576  -0.229  -0.13
S  -4.281  -0.738  -0.087  -0.21
S  -0.305  0.797  0.007  -0.07
H  0.604  -0.179  0.179  0.15

Output
SMILES: FC(=S)OS
Frontier orbital gap (alpha / beta) (eV): 8.361 / 8.362
Total charge: 0
F_max (eV/Å): 5.002
LUMO (alpha / beta) (hartree): -0.0142 / -0.0142

ORCA calculation (ωB97M-V/def2-TZVPD) on CHHgLiO as an isolated structure.

Last column: Löwdin spin population.
Atoms and positions in Å:
H  0.536  2.837  -2.065  0.24
O  0.759  5.057  -2.850  0.18
C  0.335  4.327  -2.083  0.36
Hg  1.305  1.013  -2.833  0.81
Li  2.360  1.749  -4.350  0.40

Output
Multiplicity: 3
Frontier orbital gap (alpha / beta) (eV): 3.815 / 8.868
Total charge: 0
F_max (eV/Å): 3.538
LUMO (alpha / beta) (hartree): -0.0272 / -0.0463

ORCA calculation (ωB97M-V/def2-TZVPD) on a 2-piece molecular cluster, CHI2NO overall.

Last column: Mulliken charge in e.
Atoms and positions in Å:
C  -0.002  0.847  0.470  -0.24
N  -0.422  0.398  1.458  0.53
O  -0.898  -0.339  2.243  -0.59
I  1.198  2.018  -0.682  0.31
I  -0.097  -1.812  -2.474  -0.05
H  0.221  -1.111  -1.016  0.03

Output
SMILES: [O-][N+]#CI.I
Frontier orbital gap (eV): 9.014
Total charge: 0
F_max (eV/Å): 2.038
LUMO (hartree): -0.0267

ORCA calculation (ωB97M-V/def2-TZVPD) on CHI2NO as an isolated structure.

Last column: Mulliken charge in e.
Atoms and positions in Å:
C  -0.146  -0.285  0.086  0.27
N  -0.501  0.881  0.174  -0.48
O  1.035  -0.888  0.146  -0.51
I  2.871  -0.096  -0.136  0.29
I  -2.362  1.368  -0.131  0.17
H  -0.897  -0.980  -0.139  0.25

Output
Frontier orbital gap (eV): 7.813
Total charge: 0
F_max (eV/Å): 3.828
LUMO (hartree): -0.0536

ORCA calculation (ωB97M-V/def2-TZVPD) on one molecule with the formula CHI2NO.

Last column: Löwdin spin population.
Atoms and positions in Å:
C  0.963  -0.084  -0.406  0.26
N  -1.029  0.320  1.134  0.95
O  0.497  -0.682  -1.303  0.13
I  -0.204  1.817  0.165  0.42
I  -1.977  -1.168  0.102  0.20
H  1.751  -0.201  0.309  0.04

Output
Multiplicity: 3
Frontier orbital gap (alpha / beta) (eV): 6.214 / 7.179
Total charge: 0
F_max (eV/Å): 3.565
LUMO (alpha / beta) (hartree): -0.0188 / -0.0682

ORCA calculation (ωB97M-V/def2-TZVPD) on a 2-piece molecular cluster, CHI2NO2 overall.

Last column: Mulliken charge in e.
Atoms and positions in Å:
C  -0.828  -0.465  -0.362  -0.44
N  -1.238  0.733  0.202  0.87
O  -2.384  0.773  0.607  -0.54
O  -0.412  1.647  0.323  -0.55
I  5.102  -0.885  -0.014  0.00
I  1.122  -0.511  -0.849  0.28
H  -1.360  -1.291  0.093  0.37

Output
Frontier orbital gap (alpha / beta) (eV): 7.728 / 5.893
Total charge: 0
F_max (eV/Å): 2.172
LUMO (alpha / beta) (hartree): -0.0911 / -0.1354

ORCA calculation (ωB97M-V/def2-TZVPD) on an isolated ion of composition CHI2O3S and charge -1.

Last column: Mulliken charge in e.
Atoms and positions in Å:
C  -2.688  -0.420  0.980  -0.49
O  2.918  -0.683  0.525  -0.48
O  2.333  1.526  -0.388  -0.48
O  2.052  -0.491  -1.765  -0.48
S  2.204  0.092  -0.456  0.79
I  -3.755  1.303  0.350  -0.05
I  -0.170  -0.178  0.579  0.02
H  -2.893  -1.148  0.176  0.18

Output
Frontier orbital gap (alpha / beta) (eV): 6.731 / 6.732
Total charge: -1
F_max (eV/Å): 0.893
LUMO (alpha / beta) (hartree): 0.0675 / 0.0675

ORCA calculation (ωB97M-V/def2-TZVPD) on an isolated ion of composition CHI2O3S and charge -1.

Last column: Mulliken charge in e.
Atoms and positions in Å:
C  -2.401  0.208  -0.803  -0.50
O  2.214  -0.304  1.587  -0.46
O  2.233  1.443  -0.144  -0.47
O  2.682  -0.838  -0.828  -0.48
S  2.180  0.072  0.201  0.82
I  -3.996  -1.150  0.174  -0.22
I  -0.300  -0.400  -0.028  0.14
H  -2.613  0.969  -0.160  0.17

Output
Frontier orbital gap (alpha / beta) (eV): 6.606 / 6.608
Total charge: -1
F_max (eV/Å): 3.487
LUMO (alpha / beta) (hartree): 0.0752 / 0.0752

ORCA calculation (ωB97M-V/def2-TZVPD) on CHI2P as an isolated structure.

Last column: Mulliken charge in e.
Atoms and positions in Å:
C  -0.528  0.024  0.165  -0.42
P  1.305  -1.105  -0.194  0.12
I  -2.284  -1.065  0.026  0.14
I  -0.558  2.085  0.004  0.14
H  2.064  0.060  0.000  0.02

Output
Frontier orbital gap (alpha / beta) (eV): 6.732 / 7.974
Total charge: 0
F_max (eV/Å): 4.489
LUMO (alpha / beta) (hartree): -0.0531 / -0.0364

ORCA calculation (ωB97M-V/def2-TZVPD) on CHI3S as an isolated structure.

Last column: Mulliken charge in e.
Atoms and positions in Å:
C  1.640  0.316  1.391  -0.26
S  -2.402  0.061  -0.205  -0.26
I  -0.761  0.012  -1.907  0.05
I  2.076  -1.235  0.138  0.14
I  1.795  2.199  0.537  0.13
H  -2.347  -1.353  0.046  0.19

Output
Frontier orbital gap (eV): 7.152
Total charge: 0
F_max (eV/Å): 2.055
LUMO (hartree): -0.0531

The records above give, respectively, energy above the lowest of the compared OMol25 structures with the same formula, charge and spin values of 49.5; 0.0; 51.3; 25.0; 40.6; 45.8; 74.7; 84.1; 47.9; 72.2 kcal/mol.